# C2H3O4S2

An isolated ion of composition C2H3O4S2 and charge -1 at a distorted geometry (the ωB97M-V functional and the def2-TZVPD basis, the OMol25 dataset).

Positions of all 11 atoms, in Å:
C  -1.595  1.031  0.930
C  0.842  0.181  -0.373
O  -2.880  -1.455  0.356
O  0.082  2.635  -0.543
O  -2.497  1.176  0.101
O  -4.929  -0.144  0.166
S  0.278  1.565  0.456
S  -3.621  -0.449  -0.398
H  -1.572  0.106  1.535
H  1.037  -0.668  0.260
H  0.495  -0.010  -1.372

Values from the calculation:
- Molecular weight: 155.2 u
- Total charge: -1
- Total energy: -31981.090 eV
- Energy above the lowest of the compared OMol25 structures with the same formula, charge and spin: 412.9 kJ/mol
- Frontier orbital gap (spin up / spin down): 6.84 / 6.83 eV

# C6H14NO

C6H14NO as an isolated structure at a distorted geometry (the ωB97M-V functional and the def2-TZVPD basis, the OMol25 dataset).

Positions of all 22 atoms, in Å:
C  -4.927  -0.408  -0.190
C  -3.471  -0.651  0.130
N  -2.694  0.521  0.042
C  -1.196  0.376  0.017
C  4.597  0.949  -0.553
C  3.275  0.637  0.200
C  3.121  -0.726  0.723
O  2.043  -1.251  1.044
H  -5.389  0.530  0.162
H  -5.107  -0.073  -1.266
H  -5.558  -1.233  0.111
H  -3.550  -1.152  1.146
H  -3.091  -1.509  -0.461
H  -0.811  0.370  1.059
H  -0.936  -0.608  -0.429
H  -0.847  1.255  -0.556
H  5.100  -0.010  -0.750
H  4.440  1.399  -1.548
H  5.269  1.547  0.046
H  2.701  1.378  0.737
H  4.180  -1.087  0.803
H  2.851  -0.253  -0.467

Values from the calculation:
- Molecular weight: 116.2 u
- Total charge: -1
- Total energy: -9981.460 eV
- Energy above the lowest of the compared OMol25 structures with the same formula, charge and spin: 498.2 kJ/mol
- Frontier orbital gap: 3.43 eV

# C36H44Cl51I2O3P

A 18-piece molecular cluster, C36H44Cl51I2O3P overall at a distorted geometry (the ωB97M-V functional and the def2-TZVPD basis, the OMol25 dataset).

Positions of all 137 atoms, in Å:
C  5.131  -3.045  -1.531
C  5.066  -1.603  -2.129
O  6.027  -1.218  -2.748
O  4.018  -0.715  -1.967
C  2.724  -1.337  -2.156
C  1.533  -0.298  -2.088
P  1.989  1.267  -1.079
C  1.662  2.298  -2.661
C  0.190  2.531  -3.121
O  -0.012  3.550  -3.767
C  -1.069  1.656  -2.900
C  -2.147  2.262  -2.088
C  -3.406  1.614  -1.804
C  -3.674  0.254  -2.326
C  -2.623  -0.334  -3.151
C  -1.349  0.344  -3.444
C  0.747  2.232  -0.038
C  0.751  3.799  -0.128
C  2.147  4.500  0.001
C  -0.125  4.323  1.122
C  2.370  0.199  0.503
I  1.190  -1.567  1.062
C  3.370  0.472  1.407
C  3.637  -0.434  2.673
I  4.672  2.170  1.233
H  4.270  -3.274  -0.859
H  5.254  -3.753  -2.385
H  6.067  -3.093  -0.908
H  2.589  -2.218  -1.478
H  2.734  -1.765  -3.204
H  1.327  -0.038  -3.162
H  0.570  -0.758  -1.735
H  3.377  1.597  -1.258
H  2.103  3.324  -2.477
H  2.241  1.924  -3.557
H  -1.999  3.290  -1.670
H  -4.139  2.165  -1.170
H  -4.637  -0.235  -2.098
H  -2.849  -1.347  -3.569
H  -0.591  -0.158  -4.081
H  -0.266  1.774  -0.243
H  0.944  1.981  1.045
H  0.241  4.236  -1.027
H  2.504  4.521  1.070
H  2.165  5.564  -0.357
H  2.967  3.970  -0.568
H  0.468  4.398  2.064
H  -0.537  5.319  0.786
H  -1.009  3.636  1.185
H  3.849  -1.470  2.295
H  2.743  -0.461  3.351
H  4.542  -0.096  3.242
C  -2.613  -4.173  -5.061
Cl  -2.526  -3.291  -6.589
Cl  -1.206  -3.811  -4.054
Cl  -4.109  -3.784  -4.202
H  -2.612  -5.236  -5.280
C  5.804  0.226  -6.143
Cl  4.114  0.588  -5.772
Cl  6.007  -1.493  -6.496
Cl  6.366  1.209  -7.502
H  6.405  0.468  -5.272
C  -5.647  0.291  1.474
Cl  -5.783  -1.261  2.308
Cl  -4.885  1.496  2.521
Cl  -4.738  0.115  -0.038
H  -6.647  0.634  1.231
C  -7.646  -4.384  -1.890
Cl  -6.524  -3.061  -1.541
Cl  -7.304  -5.774  -0.858
Cl  -9.319  -3.849  -1.678
H  -7.511  -4.684  -2.925
C  -6.538  -9.894  -0.700
Cl  -6.335  -9.031  -2.229
Cl  -5.170  -10.973  -0.411
Cl  -6.727  -8.756  0.641
H  -7.439  -10.496  -0.766
C  1.884  -1.622  6.521
Cl  2.966  -1.319  7.879
Cl  1.335  -0.098  5.813
Cl  2.691  -2.623  5.306
H  1.019  -2.160  6.888
C  3.280  5.303  4.321
Cl  1.917  4.249  3.918
Cl  2.950  6.960  3.799
Cl  3.619  5.258  6.056
H  4.159  4.946  3.791
C  2.640  10.497  5.617
Cl  2.688  11.323  4.054
Cl  4.098  10.850  6.551
Cl  1.196  10.959  6.522
H  2.601  9.425  5.437
C  4.503  -0.880  -10.449
Cl  2.814  -0.514  -10.079
Cl  4.696  -2.594  -10.836
Cl  5.082  0.127  -11.784
H  5.101  -0.658  -9.570
C  3.726  -5.962  -8.980
Cl  3.578  -7.491  -8.105
Cl  4.478  -4.732  -7.957
Cl  4.651  -6.186  -10.470
H  2.730  -5.622  -9.245
C  6.249  2.782  8.483
Cl  4.907  1.716  8.065
Cl  5.913  4.432  7.947
Cl  6.563  2.742  10.222
H  7.137  2.430  7.968
C  -1.832  -3.262  3.904
Cl  -0.718  -2.973  5.242
Cl  -2.388  -1.731  3.223
Cl  -1.060  -4.251  2.659
H  -2.694  -3.800  4.284
C  -0.613  -4.136  9.420
Cl  0.692  -2.957  9.202
Cl  -1.791  -4.024  8.102
Cl  0.044  -5.771  9.533
H  -1.125  -3.908  10.350
C  -1.049  8.501  9.329
Cl  -1.043  7.870  10.980
Cl  -1.415  10.231  9.326
Cl  0.500  8.193  8.539
H  -1.825  7.988  8.771
C  2.723  2.883  -12.857
Cl  3.006  3.062  -11.124
Cl  1.048  2.416  -13.170
Cl  3.121  4.379  -13.711
H  3.372  2.096  -13.228
C  -9.598  -2.017  1.453
Cl  -11.254  -2.219  2.035
Cl  -9.256  -0.310  1.141
Cl  -8.441  -2.684  2.608
H  -9.490  -2.563  0.522
C  -9.047  -5.032  5.702
Cl  -7.614  -6.050  5.498
Cl  -10.520  -5.972  5.441
Cl  -9.058  -4.290  7.306
H  -9.012  -4.239  4.959

Values from the calculation:
- Molecular weight: 2617.6 u
- Total energy: -708315.262 eV
- Frontier orbital gap: 8.21 eV

What is the formula in the third record? C36H44Cl51I2O3P